1.
Entry from OMol25: a structure of composition CH3Br2PS at a distorted geometry (the ωB97M-V functional and the def2-TZVPD basis).

For the energy, the calculation gives -5927.353461 Eh. Its LUMO energy (alpha / beta) is -0.9 / -1.8 eV. As for the energy above the lowest of the compared OMol25 structures with the same formula, charge and spin: 4.903 eV. The value obtained for the largest force on an atom is 2.96 eV/Å. Its HOMO energy (alpha / beta) is -8.953 / -8.441 eV.

Last column: natural (NBO) charge in e.
Geometry (Å):
C  1.543  -0.268  2.094  -0.467
P  -0.863  -0.225  -0.298  0.171
S  1.021  -1.002  -0.645  -0.298
Br  1.974  -1.885  2.900  0.168
Br  0.171  0.796  2.681  0.198
H  2.226  0.187  1.390  0.231
H  -0.700  0.883  -1.336  -0.006
H  -1.469  -1.027  -1.338  0.003

***

2.
Entry from OMol25: a cluster of 2 separate species, C27H23O5S2 in total at a distorted geometry (the ωB97M-V functional and the def2-TZVPD basis).

For the energy, the calculation gives -2215.181242 Eh. Its LUMO energy is 2.2 eV. As for the energy above the lowest of the compared OMol25 structures with the same formula, charge and spin: 0.972 eV. The value obtained for the largest force on an atom is 3.03 eV/Å. The total charge is -1. Its HOMO energy is -3.870 eV.

Last column: natural (NBO) charge in e.
Geometry (Å):
C  -3.728  2.537  1.127  -0.193
C  -2.828  2.426  0.062  -0.215
C  -1.495  2.095  0.304  -0.214
C  -1.057  1.883  1.611  -0.241
S  0.614  1.275  1.837  2.163
C  0.503  -0.495  1.719  -0.791
C  -0.420  -1.197  2.518  0.133
C  -0.619  -2.613  2.158  -0.111
C  -0.434  -3.068  0.833  -0.165
C  -0.402  -4.442  0.574  -0.227
C  -0.741  -5.334  1.597  -0.202
C  -1.171  -4.859  2.850  -0.247
C  -1.067  -3.501  3.133  -0.087
S  2.050  -1.388  1.287  2.174
C  3.396  -0.238  1.598  -0.313
C  4.054  0.317  0.505  -0.153
C  5.147  1.152  0.721  -0.247
C  5.575  1.411  2.030  -0.143
C  4.895  0.859  3.126  -0.231
C  3.804  0.016  2.909  -0.168
O  2.273  -2.424  2.273  -0.941
O  2.064  -1.692  -0.127  -0.950
O  1.363  1.785  0.703  -0.957
O  1.032  1.614  3.183  -0.961
C  -1.928  2.074  2.681  -0.170
C  -3.274  2.357  2.436  -0.207
H  -4.779  2.763  0.936  0.211
H  -3.157  2.586  -0.965  0.206
H  -0.789  1.985  -0.517  0.237
H  -0.511  -0.857  3.548  0.237
H  -0.354  -2.369  -0.009  0.241
H  -0.079  -4.805  -0.408  0.213
H  -0.685  -6.420  1.435  0.203
H  -1.550  -5.524  3.627  0.208
H  -1.343  -3.096  4.111  0.215
H  3.691  0.093  -0.495  0.246
H  5.651  1.586  -0.146  0.211
H  6.448  2.048  2.197  0.197
H  5.209  1.069  4.152  0.211
H  3.266  -0.440  3.737  0.242
H  -1.564  1.963  3.702  0.236
H  -3.971  2.424  3.275  0.226
C  -7.156  -1.790  1.646  -0.620
C  -6.112  -1.374  2.634  -0.020
C  -6.478  -0.882  3.909  -0.333
C  -5.478  -0.519  4.819  -0.225
C  -4.140  -0.660  4.467  -0.313
C  -3.679  -1.053  3.145  0.409
O  -2.450  -0.921  2.802  -0.802
C  -4.769  -1.497  2.289  -0.336
H  -6.712  -1.988  0.673  0.206
H  -7.676  -2.705  1.930  0.202
H  -7.930  -1.042  1.493  0.201
H  -7.544  -0.809  4.157  0.186
H  -5.775  -0.131  5.802  0.192
H  -3.345  -0.361  5.148  0.183
H  -4.498  -1.843  1.293  0.193

***

3.
Entry from OMol25: a structure of composition C14H10Cl3N4O3RbS2 at a distorted geometry (the ωB97M-V functional and the def2-TZVPD basis).

For the energy, the calculation gives -3185.411004 Eh. Its LUMO energy is 3.4 eV. As for the energy above the lowest of the compared OMol25 structures with the same formula, charge and spin: 1.075 eV. The value obtained for the largest force on an atom is 2.20 eV/Å. The total charge is -2. Its HOMO energy is -0.474 eV.

Last column: natural (NBO) charge in e.
Geometry (Å):
Rb  -1.403  -1.048  -0.266  0.939
S  -3.529  -4.170  -0.109  -0.462
C  -2.156  -5.191  -0.019  -0.197
S  -0.575  -4.556  -0.225  -0.475
C  -2.325  -6.578  0.226  -0.566
C  -3.589  -7.187  0.383  0.363
N  -4.587  -7.762  0.520  -0.492
C  -1.237  -7.471  0.354  0.365
N  -0.401  -8.264  0.487  -0.495
C  4.127  -0.911  0.529  -0.715
C  2.970  -0.447  -0.336  0.689
O  2.017  -1.150  -0.579  -0.589
N  3.141  0.816  -0.841  -0.621
C  2.017  1.579  -1.353  -0.258
C  1.468  2.480  -0.273  0.199
C  1.395  3.854  -0.434  -0.258
C  0.929  4.630  0.617  -0.165
C  0.540  3.991  1.783  -0.267
C  0.639  2.611  1.848  0.063
N  1.109  1.863  0.855  -0.417
H  3.977  -1.957  0.783  0.252
H  4.164  -0.325  1.449  0.221
H  5.074  -0.795  -0.001  0.211
H  3.905  1.357  -0.476  0.377
H  1.255  0.860  -1.651  0.261
H  2.336  2.159  -2.220  0.191
H  1.698  4.309  -1.370  0.209
H  0.863  5.707  0.531  0.208
H  0.134  4.557  2.610  0.214
H  0.320  2.067  2.729  0.199
Cl  -4.783  2.030  -2.355  0.006
C  -3.889  2.513  -0.908  -0.207
Cl  -3.093  4.071  -1.232  -0.030
Cl  -5.030  2.723  0.422  0.006
C  -2.740  1.432  -0.561  0.728
O  -2.139  1.017  -1.558  -0.756
O  -2.602  1.188  0.642  -0.731